C4H9NO2S2 | ωB97M-V/def2-TZVPD

Values from the calculation:
E_tot   -1159.375289 Eh
2S+1   1
LUMO level   0.45 eV
SMILES   CCNC(S)(S)C(=O)O
Energy above the lowest of the compared OMol25 structures with the same formula, charge and spin   1.100 eV
HOMO   -9.052 eV

Last column: natural (NBO) charge in e.
Atoms and positions in Å:
1 N -0.14010 -0.29253 -0.61589  -0.68
2 C -1.11350 -0.41746 0.46026  -0.21
3 O 2.08000 0.92274 1.65626  -0.54
4 O 0.93490 2.03314 0.09679  -0.71
5 H -1.31446 -1.44459 0.84531  0.19
6 S 1.71695 -1.82297 0.72552  -0.05
7 H -3.29120 -0.46525 0.23818  0.22
8 H 2.91372 -1.19359 -1.53447  0.15
9 C 1.18977 -0.29240 -0.26459  -0.13
10 C -2.49029 0.26406 -0.08105  -0.61
11 S 2.34550 0.00593 -1.70365  -0.01
12 C 1.51854 0.95194 0.60647  0.75
13 H -0.33320 -0.80253 -1.46282  0.39
14 H 0.88634 -1.38464 1.64365  0.13
15 H -0.65270 0.21280 1.12610  0.19
16 H 0.63204 2.18957 -0.78544  0.52
17 H -2.47709 1.26603 0.24252  0.22
18 H -2.40523 0.26974 -1.19316  0.21

=====

C4H9NO2S2 | ωB97M-V/def2-TZVPD

Values from the calculation:
E_tot   -1159.311731 Eh
2S+1   1
LUMO level   0.52 eV
SMILES   CS[C@@H]1N[C@H]1S(C)(=O)=O
Energy above the lowest of the compared OMol25 structures with the same formula, charge and spin   2.830 eV
HOMO   -9.170 eV

Last column: natural (NBO) charge in e.
Atoms and positions in Å:
1 H 2.23344 -1.25146 2.34606  0.22
2 C 0.10297 0.51191 -1.12095  -0.19
3 H -0.23412 -1.50486 -0.10670  0.27
4 S 0.42663 0.24854 1.63761  2.18
5 C -2.59503 0.62568 -1.61947  -0.72
6 O -0.53944 -0.24194 2.53613  -0.94
7 H 2.23842 0.39236 2.93854  0.24
8 S -1.05471 0.05217 -2.49551  0.15
9 C 0.19954 -0.44433 -0.00312  -0.41
10 H -3.35010 -0.08026 -2.10748  0.24
11 N 1.41186 -0.04218 -0.85807  -0.57
12 O 0.60109 1.67403 1.58388  -0.96
13 C 2.11718 -0.17935 2.12920  -0.82
14 H 1.70983 -0.78585 -1.50164  0.37
15 H -2.75697 1.78764 -1.78648  0.24
16 H 2.68809 0.17795 1.39951  0.24
17 H 0.07544 1.62951 -1.08002  0.25
18 H -2.47555 0.29351 -0.62692  0.22

=====

C4H9NO3 | ωB97M-V/def2-TZVPD

Values from the calculation:
E_tot   -438.184327 Eh
2S+1   1
LUMO level   0.65 eV
Energy above the lowest of the compared OMol25 structures with the same formula, charge and spin   3.939 eV
HOMO   -7.243 eV

Last column: natural (NBO) charge in e.
Atoms and positions in Å:
1 H 2.23991 -1.22827 -0.99066  0.23
2 C 0.61967 -0.18677 0.00579  0.28
3 C -1.59674 -0.66962 1.16845  -0.43
4 H -1.79776 0.40245 1.48773  0.21
5 H 1.96797 0.33336 1.15505  0.50
6 H 0.64227 -1.25996 -1.75633  0.19
7 O 1.10728 2.77563 0.18565  -0.61
8 C 1.34809 -0.63534 -1.29453  -0.68
9 H 1.50110 0.23024 -1.95357  0.24
10 C 0.20283 2.04471 -0.16109  0.81
11 O -0.94297 1.98456 -0.60701  -0.67
12 N -0.81814 -0.54273 -0.08182  -0.65
13 O 1.26660 -0.34698 1.19084  -0.72
14 H -2.54887 -1.22752 0.88044  0.21
15 H -0.81185 -1.33937 -0.59772  0.37
16 H -1.15724 -1.19112 2.00263  0.21
17 H -1.22216 0.85675 -0.63385  0.52

=====

C4H9NO3 | ωB97M-V/def2-TZVPD

Values from the calculation:
E_tot   -438.220235 Eh
2S+1   1
LUMO level   0.50 eV
Energy above the lowest of the compared OMol25 structures with the same formula, charge and spin   2.961 eV
HOMO   -8.829 eV

Last column: natural (NBO) charge in e.
Atoms and positions in Å:
1 H -1.92344 0.11992 -0.94550  0.19
2 O 0.68990 -1.75632 -0.50328  -0.72
3 N 0.11811 0.13429 2.77067  -0.75
4 H -0.07829 0.90519 3.39584  0.38
5 H 1.75026 1.12710 1.98153  0.19
6 H 1.28192 -0.51120 1.19677  0.23
7 C 1.02498 0.33182 1.82288  0.16
8 C -0.19599 1.11300 -1.74906  -0.62
9 O -0.90977 -1.94725 -2.05656  -0.60
10 C -0.39545 -1.29237 -1.18555  0.77
11 H -0.56617 2.11154 -1.51837  0.22
12 H 0.88919 1.10410 -1.63250  0.20
13 C -0.83588 0.11602 -0.76085  0.01
14 O -0.58852 0.43099 0.55281  -0.80
15 H -0.45203 0.87142 -2.78179  0.21
16 H -0.73553 -0.24700 2.30970  0.45
17 H 0.92673 -2.61127 -0.89673  0.50

=====

C4H9NO3 | ωB97M-V/def2-TZVPD

Values from the calculation:
E_tot   -438.273989 Eh
2S+1   1
LUMO level   0.65 eV
SMILES   CC(=O)O.CC(N)=O
Energy above the lowest of the compared OMol25 structures with the same formula, charge and spin   1.499 eV
HOMO   -10.143 eV

Last column: natural (NBO) charge in e.
Atoms and positions in Å:
1 C 1.19780 -2.08221 -0.84127  -0.74
2 H -2.14977 -0.56610 0.53677  0.25
3 O 0.55732 -0.85690 1.09895  -0.70
4 C -1.59688 0.05180 -0.37598  -0.74
5 C -1.26768 1.57337 -0.27498  0.70
6 H 0.91967 -1.39765 -1.62939  0.23
7 H 2.08858 -2.60053 -1.23106  0.24
8 N -2.51665 2.19483 -0.64348  -0.88
9 H -2.56840 3.26384 -0.88796  0.40
10 O 2.69128 -1.27865 0.95411  -0.58
11 H -0.65122 -0.48195 -0.75015  0.24
12 O -0.16187 1.99825 -0.09072  -0.58
13 H -3.22264 1.57129 -1.04224  0.40
14 C 1.62120 -1.35463 0.47047  0.81
15 H -2.34604 -0.14424 -1.23407  0.20
16 H 0.79773 -0.30629 1.82850  0.50
17 H 0.32826 -2.73372 -0.65424  0.24

=====

C4H9NO3 | ωB97M-V/def2-TZVPD

Values from the calculation:
E_tot   -438.237998 Eh
2S+1   1
LUMO level   0.26 eV
Energy above the lowest of the compared OMol25 structures with the same formula, charge and spin   2.478 eV
HOMO   -9.585 eV

Last column: natural (NBO) charge in e.
Atoms and positions in Å:
1 O 1.48346 1.61994 1.13817  -0.72
2 O -0.45177 0.22916 1.57100  -0.85
3 N 0.99400 -0.46844 -0.17948  -0.64
4 C 1.15883 0.45673 1.25480  0.95
5 C -0.55915 1.10960 -1.16726  -0.71
6 O 1.82249 -0.42118 2.07307  -0.73
7 H -1.61850 1.31731 -1.02168  0.23
8 H -2.13254 -1.15189 -0.68640  0.25
9 H 2.53986 0.08109 2.47953  0.50
10 H -1.16015 -1.46070 -2.11969  0.24
11 H -0.79991 -2.32221 -0.60584  0.23
12 C -0.21347 -0.24882 -0.65061  0.58
13 H 0.05333 1.87219 -0.69385  0.28
14 C -1.12229 -1.37279 -1.03028  -0.70
15 H 1.18050 -1.43788 0.05479  0.38
16 H -0.82286 1.08643 1.82674  0.47
17 H -0.35184 1.11146 -2.24302  0.24

=====

C4H9NO3 | ωB97M-V/def2-TZVPD

Values from the calculation:
E_tot   -438.298857 Eh
2S+1   1
LUMO level   0.70 eV
SMILES   CCC(=O)NC=O.O
Energy above the lowest of the compared OMol25 structures with the same formula, charge and spin   0.822 eV
HOMO   -10.096 eV

Last column: natural (NBO) charge in e.
Atoms and positions in Å:
1 O 0.89878 -2.17789 -1.59266  -0.56
2 H 1.88754 -0.58207 -0.88464  0.13
3 O -1.57076 0.71092 0.77712  -0.56
4 H 0.95960 0.95226 2.61786  0.22
5 H -2.73815 -2.45311 -2.14894  0.48
6 C 0.94412 -1.08900 -1.07200  0.54
7 H 2.16525 0.25439 1.51150  0.20
8 C -0.47176 0.53419 0.30557  0.69
9 C 1.55442 1.13873 1.71080  -0.61
10 H 2.18582 1.93762 2.10056  0.22
11 O -2.88873 -1.93055 -1.35428  -0.95
12 N -0.23569 -0.53035 -0.55904  -0.67
13 H 0.28120 2.48105 0.70598  0.24
14 H 1.19065 1.81208 -0.37528  0.23
15 H -1.07649 -1.02540 -0.81341  0.44
16 H -3.75157 -1.49103 -1.46108  0.48
17 C 0.66578 1.45814 0.53194  -0.54

=====

C4H9NO3 | ωB97M-V/def2-TZVPD

Values from the calculation:
E_tot   -438.258173 Eh
2S+1   1
LUMO level   0.69 eV
SMILES   N[C@@H](CO)CC(=O)O
Energy above the lowest of the compared OMol25 structures with the same formula, charge and spin   1.929 eV
HOMO   -9.534 eV

Last column: natural (NBO) charge in e.
Atoms and positions in Å:
1 C 0.91601 0.49315 0.15993  -0.08
2 H -2.25953 -0.02853 -2.39852  0.49
3 C 1.68315 0.30225 1.41976  -0.06
4 H 0.78338 2.50663 0.65747  0.35
5 H 2.90715 0.12272 1.28060  0.18
6 O 1.11856 -0.60918 2.29712  -0.73
7 C -0.48278 -0.23104 0.18627  -0.56
8 H 1.38820 0.02953 -0.73433  0.19
9 N 1.02007 1.90689 -0.16235  -0.83
10 H -0.53546 -0.97336 0.96915  0.26
11 O -1.61382 0.36361 -1.77550  -0.70
12 H 0.49282 2.22662 -0.96801  0.38
13 C -1.21048 -0.70711 -1.02867  0.79
14 H 1.33747 -1.53500 2.16050  0.48
15 H -1.15564 0.49972 0.69635  0.24
16 H 1.70442 1.22635 2.08760  0.19
17 O -1.60852 -1.79366 -1.35717  -0.58

=====

Question: HOMO of number 7 (C4H9NO3)?
Answer: -10.096 eV

=====

Question: Among the records above, which one has the highest LUMO level?
Answer: number 7

=====

Question: What is the LUMO level in the sixth record?
Answer: 0.26 eV